Entry 1:
# C30H22FN5O3RuS

C30H22FN5O3RuS as an isolated structure at a distorted geometry (ωB97M-V/def2-TZVPD, the OMol25 dataset).

```
63
Properties=species:S:1:pos:R:3:forces:R:3
Ru -0.4141 0.2004 -0.2804 1.80 0.11 0.21
O 2.0914 1.0762 -3.5511 -0.09 0.22 -0.24
C 1.2353 1.2126 -2.6731 0.82 -0.51 0.69
N 1.3612 0.9072 -1.3642 -2.10 0.03 -0.21
C 2.5952 0.6608 -0.8002 0.93 -0.40 0.52
C 3.8104 1.0848 -1.3651 -0.42 0.06 -0.14
C 5.0203 0.7499 -0.7968 0.19 -0.11 0.29
C 5.0466 -0.0256 0.3567 0.18 0.13 -0.25
C 3.8666 -0.3964 0.9663 -0.39 -0.04 0.12
C 2.6177 -0.0255 0.4340 0.89 0.22 -0.46
N 1.3905 -0.3213 1.0031 -2.03 -0.14 -0.57
C 1.2881 -0.7977 2.2545 0.55 0.41 -0.58
O 2.1900 -0.9129 3.0922 -0.04 -0.09 0.15
C -0.0755 -1.2330 2.6602 -0.42 -0.09 0.21
C -0.2581 -1.7204 3.9539 0.13 0.02 0.07
C -1.5128 -2.1196 4.3594 -0.15 0.02 -0.15
C -2.5552 -2.0373 3.4437 0.15 -0.05 0.14
C -2.2786 -1.5615 2.1753 -0.22 -0.15 0.02
N -1.0719 -1.1546 1.7840 -0.18 0.02 -0.18
C -0.0719 1.8165 -3.0314 -0.65 0.08 -0.23
C -0.3012 2.2373 -4.3391 0.24 -0.05 -0.05
C -1.5049 2.8291 -4.6570 -0.15 0.03 0.18
C -2.4426 2.9936 -3.6440 0.10 0.03 -0.10
C -2.1332 2.5272 -2.3788 -0.14 0.22 0.11
N -0.9810 1.9428 -2.0679 -0.04 -0.09 -0.25
H 3.7822 1.6637 -2.2746 0.03 -0.07 0.00
H 5.9472 1.0818 -1.2506 -0.04 0.01 -0.05
H 5.9934 -0.3306 0.7878 -0.03 0.00 0.02
H 3.8889 -0.9750 1.8724 0.01 0.02 0.03
H 0.6037 -1.7655 4.6037 0.03 0.05 -0.05
H -1.6852 -2.4903 5.3622 0.03 0.00 0.01
H -3.5600 -2.3389 3.7082 -0.01 -0.01 -0.07
H -3.0664 -1.4984 1.4370 0.04 0.04 -0.04
H 0.4872 2.0836 -5.0624 -0.01 -0.03 0.01
H -1.7187 3.1571 -5.6663 0.03 0.01 -0.01
H -3.3985 3.4662 -3.8260 0.00 -0.01 0.00
H -2.8517 2.6302 -1.5761 0.00 -0.06 0.00
O -0.7850 1.8944 1.0339 0.16 0.10 0.40
N -2.0063 2.1230 1.4415 -0.19 0.02 0.01
C -2.1473 3.0482 2.4209 -0.02 0.07 0.05
C -3.3736 3.4274 2.8926 -0.09 0.07 0.05
C -4.5178 2.8338 2.3605 0.06 -0.17 -0.15
C -4.3642 1.8695 1.3902 -0.09 0.28 0.27
C -3.1014 1.4926 0.9116 0.12 -0.18 -0.19
S -2.9451 0.2792 -0.3010 0.55 0.05 -0.13
H -1.2102 3.4512 2.7724 0.03 -0.03 -0.05
H -3.4363 4.1806 3.6647 0.05 -0.01 0.01
H -5.5030 3.1212 2.7020 -0.01 -0.02 0.02
H -5.2176 1.3692 0.9558 0.00 -0.01 -0.02
F 3.5396 -5.0137 -0.1995 0.01 0.04 0.04
C 2.5745 -4.1234 -0.5670 -0.08 0.02 -0.08
C 2.8525 -3.1905 -1.5425 0.15 -0.03 0.06
C 1.8596 -2.3039 -1.9275 -0.21 0.05 0.11
C 0.5871 -2.3292 -1.3411 0.03 -0.56 -0.35
C -0.4691 -1.3707 -1.7343 0.42 0.31 0.94
C 0.3437 -3.3159 -0.3747 0.08 0.21 -0.15
C 1.3291 -4.2031 0.0235 0.06 -0.10 0.10
H 3.8400 -3.1475 -1.9842 0.00 -0.02 0.01
H 2.0768 -1.5686 -2.6933 0.01 0.05 0.01
H -1.4585 -1.8285 -1.6721 -0.03 -0.04 -0.08
H -0.3029 -0.9877 -2.7425 -0.03 0.07 -0.01
H -0.6395 -3.3729 0.0770 -0.02 0.01 0.03
H 1.1403 -4.9510 0.7840 0.02 -0.01 -0.02
```
Positions in Å, forces in eV/Å.

The calculation puts the lowest unoccupied orbital energy (alpha / beta) at 2.3 / 2.3 eV. Its multiplicity is 2. The HOMO energy (alpha / beta) is -3.823 / -3.755 eV. The HOMO-LUMO gap (alpha / beta) comes out at 6.17 / 6.10 eV. The value obtained for the maximum force is 0.0411 Eh/bohr. As for the net charge: -1.

Entry 2:
# C22H33As2NO3Zn

C22H33As2NO3Zn as an isolated structure at a distorted geometry (ωB97M-V/def2-TZVPD, the OMol25 dataset).

```
62
Properties=species:S:1:pos:R:3:forces:R:3
C -3.2541 2.8041 -2.4926 0.88 -2.55 1.21
C -2.4715 3.9713 -2.9560 1.22 0.30 -0.04
H -4.0495 3.1107 -1.8041 0.12 0.03 -0.14
H -3.7475 2.2942 -3.3353 0.03 0.25 0.13
C -1.1238 4.0521 -2.9345 -1.69 0.16 -0.16
C -0.2530 2.9554 -2.4815 -0.29 -3.14 0.70
H 0.0896 3.0624 -1.4403 0.03 0.09 -0.26
H 0.6172 2.8010 -3.1271 -0.07 0.20 0.08
C -3.2750 5.1221 -3.4660 -0.50 0.39 -0.18
H -4.3413 4.8722 -3.4864 0.18 0.09 -0.01
H -2.9872 5.4205 -4.4822 0.00 -0.10 0.19
H -3.1593 6.0147 -2.8362 -0.01 -0.19 -0.07
C -0.4379 5.3166 -3.3594 0.61 0.38 -0.18
H -0.7884 6.2028 -2.8072 0.04 -0.36 -0.09
H -0.5881 5.5404 -4.4279 0.02 -0.15 0.28
H 0.6455 5.2409 -3.1939 -0.22 0.11 -0.07
Zn 0.5149 -1.0196 0.6554 0.03 -0.08 0.22
O -0.3561 0.1804 -0.5663 -0.12 0.52 -0.82
C -0.2328 0.4184 -1.7886 0.17 -0.23 0.62
O 1.7772 -1.4811 -0.8387 -0.03 0.38 -1.72
C 1.6587 -1.1308 -2.0375 0.12 -0.46 1.55
O 2.4291 -1.6139 -2.9775 -0.78 0.70 -0.06
N 0.7351 -0.2194 -2.5369 0.18 -0.18 0.13
C 1.9735 -1.0777 -4.2756 0.70 -0.99 -0.71
C 0.9486 -0.0264 -3.9851 -0.49 0.94 0.50
H 1.5273 -1.9049 -4.8405 0.40 0.06 0.23
H 2.8485 -0.6835 -4.7963 -0.12 -0.24 0.15
H 0.0121 -0.1782 -4.5252 0.22 -0.02 0.00
H 1.3233 0.9866 -4.1774 -0.17 -0.26 0.06
C -1.1093 1.3794 -2.4452 1.17 2.72 -0.86
C -2.3706 1.6450 -1.6969 -1.99 1.82 -0.67
H -1.2695 1.1430 -3.5081 0.00 0.04 0.39
H -2.1585 2.0148 -0.6858 0.01 -0.10 -0.26
H -2.9939 0.7460 -1.6067 0.11 0.18 -0.01
C 2.0445 0.2777 4.5275 -0.52 0.55 -0.58
As 1.7403 -0.6740 2.8251 1.33 -1.01 1.15
C 3.5529 -0.7936 2.1168 -0.23 0.36 -0.04
C 1.6191 -2.4947 3.6052 -0.60 0.15 -0.55
C 2.5997 -2.9776 4.4700 -0.37 -0.33 -0.02
C 2.4649 -4.2742 4.9939 -0.05 0.26 -0.14
C 1.3685 -5.0671 4.6474 -0.17 0.17 -0.15
C 0.3813 -4.5814 3.7730 0.28 0.13 0.15
C 0.5049 -3.2905 3.2622 0.31 0.28 -0.34
As -0.8024 -2.5266 1.9901 -0.43 -1.24 1.38
C -2.0043 -4.0201 1.6137 0.28 0.30 -0.37
C -1.9168 -1.4816 3.2142 0.04 0.06 -0.49
H 2.0313 1.3470 4.2862 0.11 -0.21 0.37
H 3.0122 -0.0231 4.9457 -0.28 0.02 -0.26
H 1.2268 0.0292 5.2139 0.25 0.10 -0.19
H 4.2062 -1.2115 2.8887 -0.03 0.12 -0.33
H 3.5243 -1.4192 1.2166 0.22 0.13 0.27
H 3.8405 0.2329 1.8569 0.22 -0.34 0.01
H 3.4567 -2.3565 4.7372 -0.21 -0.27 -0.01
H 3.2275 -4.6559 5.6746 -0.26 0.07 -0.21
H 1.2711 -6.0740 5.0556 0.06 0.31 -0.11
H -0.4707 -5.2012 3.4923 0.29 0.06 0.17
H -2.4848 -4.3453 2.5438 0.14 0.12 -0.27
H -2.7462 -3.6417 0.8998 0.09 -0.30 0.22
H -1.4196 -4.8290 1.1632 -0.27 0.11 0.08
H -2.3172 -2.1642 3.9726 0.15 0.24 -0.16
H -1.3168 -0.6862 3.6697 -0.26 -0.16 -0.03
H -2.7273 -1.0569 2.6078 0.12 0.02 0.37
```
Positions in Å, forces in eV/Å.

The calculation puts the lowest unoccupied orbital energy at -5.9 eV. The HOMO energy is -13.221 eV. The HOMO-LUMO gap comes out at 7.32 eV. The value obtained for the maximum force is 0.0629 Eh/bohr. As for the net charge: +2.

Entry 3:
# C4H11N3O

A 2-piece molecular cluster, C4H11N3O overall (ωB97M-V/def2-TZVPD, the OMol25 dataset).

```
19
Properties=species:S:1:pos:R:3:forces:R:3
C -0.9645 -0.8282 -2.3419 -0.41 -0.14 -0.23
C -1.9294 0.3194 -2.5588 0.34 0.06 0.60
N -1.9395 1.2361 -1.5161 0.06 -0.25 -0.65
O -2.7008 0.3704 -3.4787 -0.41 0.05 -0.43
H -1.3214 -1.3123 -1.4319 0.37 -0.18 0.06
H 0.0792 -0.5323 -2.2534 -0.03 0.16 0.20
H -1.0517 -1.5196 -3.1755 -0.03 0.01 0.01
H -1.0305 1.3929 -1.1219 0.06 0.19 0.42
H -2.4871 2.0600 -1.7107 0.06 0.10 0.04
N 0.8029 -0.2699 3.6919 -0.05 0.55 0.13
C 0.9594 -0.4919 2.2972 0.13 0.20 -0.60
C 1.8504 0.2276 1.6116 0.36 -0.17 0.62
N 2.2616 0.0533 0.2804 -0.51 0.15 0.25
H 0.7195 -1.1011 4.2451 -0.03 -0.36 0.03
H 0.0271 0.3400 3.9103 -0.06 -0.06 -0.01
H 0.3265 -1.2100 1.7771 0.04 -0.16 0.06
H 2.4308 0.9456 2.1823 0.02 0.07 -0.11
H 2.3072 0.9311 -0.2245 0.07 -0.20 -0.06
H 1.6604 -0.6113 -0.1826 0.01 -0.01 -0.35
```
Positions in Å, forces in eV/Å.

The calculation puts the lowest unoccupied orbital energy at 0.6 eV. The HOMO energy is -8.388 eV. As for the SMILES: CC(N)=O.N/C=C/N. The HOMO-LUMO gap comes out at 8.96 eV. The value obtained for the maximum force is 0.0144 Eh/bohr.

Entry 4:
# C3H6S2

C3H6S2 in the gas phase at a distorted geometry (ωB97M-V/def2-TZVPD, the OMol25 dataset).

```
11
Properties=species:S:1:pos:R:3:forces:R:3
C 0.9261 -0.8442 -0.5137 0.61 -0.12 -0.04
C -0.3606 -0.1257 -0.2444 -1.20 0.37 -0.88
S -0.5143 1.4115 -1.3180 -0.07 -0.45 0.56
C -0.8019 0.2789 1.1333 1.08 -0.14 0.02
S 0.1331 0.3632 2.4442 -0.12 -0.06 -0.20
H 1.7418 -0.2910 -0.0592 0.30 0.04 -0.20
H 1.1129 -1.0345 -1.5886 -0.22 0.61 0.50
H 0.9383 -1.8318 -0.0838 -0.18 -0.41 0.54
H -1.2020 -0.7254 -0.5994 -0.02 -0.08 -0.24
H -0.1268 2.2526 -0.3532 0.11 0.13 -0.06
H -1.8466 0.5463 1.1830 -0.29 0.10 -0.01
```
Positions in Å, forces in eV/Å.

The calculation puts the lowest unoccupied orbital energy at -0.4 eV. The HOMO energy is -8.961 eV. As for the SMILES: C[C@H](S)C=S. The HOMO-LUMO gap comes out at 8.54 eV. The value obtained for the maximum force is 0.0297 Eh/bohr.

Entry 5:
# C4H3NS

C4H3NS in the gas phase at a distorted geometry (ωB97M-V/def2-TZVPD, the OMol25 dataset).

```
9
Properties=species:S:1:pos:R:3:forces:R:3
N 0.5136 0.3712 -2.6866 0.18 -0.17 5.30
C 0.6417 0.2137 -1.5002 0.21 -0.17 -7.39
C 1.0357 -0.2630 -0.2584 0.73 -0.45 3.84
C 0.0941 -0.2087 0.7753 3.14 0.35 -2.65
C -1.2949 0.1524 0.4846 0.16 -0.38 4.76
S -2.2363 -0.1285 1.8667 0.34 0.62 -2.65
H 2.1770 -0.6102 -0.0617 -3.00 1.07 -0.65
H 0.5599 -0.2837 1.7663 -1.16 -0.56 -0.17
H -1.4907 0.7568 -0.3861 -0.61 -0.32 -0.38
```
Positions in Å, forces in eV/Å.

The calculation puts the lowest unoccupied orbital energy at -1.9 eV. The HOMO energy is -9.334 eV. As for the SMILES: N#C/C=C\C=S. The HOMO-LUMO gap comes out at 7.43 eV. The value obtained for the maximum force is 0.1439 Eh/bohr.

Entry 6:
# C6H8O2

C6H8O2 as an isolated structure at a distorted geometry (ωB97M-V/def2-TZVPD, the OMol25 dataset).

```
16
Properties=species:S:1:pos:R:3:forces:R:3
C -0.7783 0.1860 -0.7264 -3.61 1.47 -0.97
C 0.6109 -0.1221 -1.1831 1.80 3.23 -0.25
C 0.4596 -1.4082 -0.5398 -2.29 -2.69 3.89
C -0.2252 -0.4500 0.5661 -3.23 -0.45 3.10
C 0.6357 0.6804 1.0074 -1.11 -0.33 6.17
C 1.1817 0.8673 -0.1051 4.82 1.78 -4.50
H -0.8286 1.8294 -0.0207 -2.31 0.38 -3.13
H -1.4763 -0.5512 -0.9092 -2.12 -0.97 -1.92
H 1.1423 0.0869 -2.0988 -0.69 -0.33 -0.73
H 1.1994 -1.8756 0.1820 -0.19 -0.44 -2.15
H -0.5803 -1.9875 -1.0809 3.93 0.77 1.90
H -1.5698 -0.4926 2.3609 2.63 -1.38 -3.02
H 0.6286 1.1991 2.1065 0.28 -1.49 -3.16
H 1.9109 1.5867 -0.4019 0.44 0.51 -0.11
O -1.4071 1.5032 -0.8853 3.73 -1.07 4.43
O -0.9034 -1.0516 1.7283 -2.08 1.00 0.43
```
Positions in Å, forces in eV/Å.

The calculation puts the lowest unoccupied orbital energy at 0.7 eV. The HOMO energy is -9.416 eV. The HOMO-LUMO gap comes out at 10.09 eV. The value obtained for the maximum force is 0.1327 Eh/bohr.

Entry 7:
# C4H13N2O

An isolated ion of composition C4H13N2O and charge +1 at a distorted geometry (ωB97M-V/def2-TZVPD, the OMol25 dataset).

```
20
Properties=species:S:1:pos:R:3:forces:R:3
N -1.3259 0.5617 2.1806 0.36 -0.01 0.16
C -0.3146 -0.1518 1.3956 0.02 -0.25 -0.07
C -0.3978 0.1796 -0.0951 0.42 1.08 -0.87
N -0.9601 1.6115 -0.2524 0.67 -0.18 0.43
C 0.9364 0.1153 -0.8165 -0.23 -0.58 -0.36
C 1.3366 -1.3322 -1.1048 -0.27 0.49 -0.89
O 0.5385 -1.7181 -2.2322 0.46 -0.65 0.01
H -1.7565 -0.0428 2.8676 -0.26 -0.12 -0.20
H -0.8880 1.2805 2.7458 0.09 0.00 0.04
H -0.4301 -1.2282 1.4465 -0.21 -0.17 0.30
H 0.7077 0.0390 1.7452 -0.14 0.16 -0.08
H -1.0677 -0.3927 -0.7299 -0.32 -0.52 0.61
H -1.8412 1.5918 -0.7549 -0.14 0.21 0.03
H -0.3071 2.2441 -0.7122 -0.01 -0.10 -0.25
H -1.1130 1.9622 0.6970 -0.62 0.00 0.04
H 1.7375 0.6705 -0.3498 0.13 0.15 0.46
H 0.7829 0.5146 -1.8107 0.11 0.35 -0.35
H 1.0986 -1.9912 -0.2838 0.37 -0.26 0.48
H 2.3950 -1.3338 -1.3769 -0.03 -0.28 0.28
H 0.8689 -2.5799 -2.5590 -0.38 0.67 0.22
```
Positions in Å, forces in eV/Å.

The calculation puts the lowest unoccupied orbital energy at -3.2 eV. The HOMO energy is -14.105 eV. As for the SMILES: NC[C@@H]([NH3+])CCO. The HOMO-LUMO gap comes out at 10.89 eV. The value obtained for the maximum force is 0.0281 Eh/bohr. As for the net charge: +1.